1.
C4H3GaO6 | ωB97M-V/def2-TZVPD

Positions of all 14 atoms, in Å:
O (1.428, 0.798, -0.219)
C (0.569, -0.064, 0.202)
O (-1.665, -0.848, -0.285)
C (-2.399, -0.187, 0.583)
C (-0.518, -0.194, -0.812)
O (-2.130, 1.005, 0.917)
O (-3.395, -0.774, 1.095)
H (-0.793, 0.780, -1.246)
H (-0.145, -0.835, -1.626)
Ga (-3.415, 0.833, 2.000)
O (3.549, 0.164, -0.821)
C (2.829, 0.382, 0.245)
O (2.744, -0.371, 1.196)
H (3.342, -0.690, -1.229)

Values from the calculation:
HOMO-LUMO gap (alpha / beta) in eV: 9.060 / 6.947
E_LUMO (alpha / beta) in eV: -11.314 / -12.046
Total charge: +2



2.
C3H5N3O | ωB97M-V/def2-TZVPD

Positions of all 12 atoms, in Å:
O (2.171, -1.973, -0.400)
C (1.363, -0.931, 0.083)
C (0.268, -0.603, -0.857)
N (-0.544, -0.350, -1.641)
N (-2.782, 1.167, -0.079)
C (-1.800, 1.243, 0.639)
N (-0.869, 1.193, 1.445)
H (2.535, -1.708, -1.255)
H (1.925, -0.007, 0.281)
H (0.931, -1.259, 1.030)
H (-2.634, 1.153, -1.083)
H (-0.563, 2.075, 1.838)

Values from the calculation:
HOMO-LUMO gap in eV: 11.090
SMILES: N#CCO.N=C=N
E_LUMO in eV: 0.565



3.
C21H34B3NO4Si | ωB97M-V/def2-TZVPD

Positions of all 64 atoms, in Å:
C (1.749, -3.325, 0.073)
Si (0.885, -1.665, -0.362)
C (0.093, -1.041, 1.299)
C (2.068, -0.361, -1.153)
C (1.711, 1.153, -0.733)
C (1.974, 2.255, -1.873)
C (0.656, 2.901, -2.520)
C (0.055, 4.158, -1.727)
C (-0.462, 3.842, -0.242)
C (-1.587, 2.700, -0.144)
C (-3.087, 3.242, 0.043)
B (-4.021, 1.929, 0.369)
O (-3.542, 0.791, 1.161)
B (-3.675, -0.354, 0.280)
O (-4.963, -0.735, -0.245)
B (-5.829, 0.407, 0.033)
O (-7.186, 0.072, 0.426)
O (-5.393, 1.792, -0.116)
C (-0.596, -1.958, -1.557)
C (-1.562, -3.172, -1.494)
C (-2.751, -3.230, -2.521)
C (-3.016, -2.144, -3.595)
C (-2.028, -0.956, -3.693)
C (-0.857, -0.907, -2.672)
H (2.080, -3.934, -0.833)
H (2.599, -3.199, 0.848)
H (0.948, -3.961, 0.618)
H (-0.530, -1.855, 1.819)
H (0.894, -0.588, 1.977)
H (-0.654, -0.206, 1.000)
H (2.149, -0.486, -2.301)
H (3.112, -0.590, -0.726)
H (0.655, 1.150, -0.304)
H (2.410, 1.423, 0.148)
H (2.667, 3.080, -1.496)
H (2.530, 1.720, -2.736)
H (-0.200, 2.171, -2.713)
H (0.970, 3.298, -3.563)
H (-0.867, 4.520, -2.330)
H (0.796, 5.042, -1.749)
H (0.475, 3.585, 0.389)
H (-0.891, 4.821, 0.183)
H (-1.476, 1.959, -1.017)
H (-1.342, 2.086, 0.807)
H (-3.136, 3.918, 0.961)
H (-3.468, 3.761, -0.913)
H (-2.733, -0.978, -0.066)
H (-7.163, -0.879, 0.692)
H (-1.424, -4.003, -0.730)
H (-3.489, -4.115, -2.501)
H (-3.891, -2.179, -4.321)
H (-2.107, -0.093, -4.437)
H (-0.133, -0.033, -2.745)
N (4.481, -2.229, 2.730)
C (5.725, -1.975, 3.166)
C (6.035, -1.684, 4.485)
C (5.001, -1.647, 5.409)
C (3.705, -1.903, 4.985)
C (3.500, -2.188, 3.645)
H (6.498, -2.013, 2.406)
H (7.059, -1.490, 4.781)
H (5.204, -1.421, 6.451)
H (2.875, -1.882, 5.680)
H (2.505, -2.399, 3.265)

Values from the calculation:
HOMO-LUMO gap in eV: 9.227
SMILES: C[Si](C)(CCCCCCCCB1OBOB(O)O1)c1ccccc1.c1ccncc1
E_LUMO in eV: 0.516



4.
C28H47GeI2N2PtS2Si3 | ωB97M-V/def2-TZVPD

Positions of all 86 atoms, in Å:
Pt (-0.300, -0.182, -0.188)
S (-1.918, -1.842, -0.050)
C (-3.346, -0.980, 0.237)
N (-4.436, -1.551, 0.680)
C (-5.657, -0.774, 0.938)
C (-5.794, 0.278, -0.121)
N (-4.564, 1.079, -0.162)
C (-4.755, 2.521, -0.448)
C (-5.384, 3.209, 0.735)
C (-4.665, 3.347, 1.921)
C (-5.249, 3.959, 3.017)
C (-6.550, 4.442, 2.933)
C (-7.264, 4.316, 1.752)
C (-6.682, 3.697, 0.653)
C (-3.393, 0.525, -0.002)
S (-1.949, 1.415, -0.042)
C (-4.543, -3.005, 0.952)
C (-5.440, -3.648, -0.074)
C (-5.058, -3.658, -1.414)
C (-5.884, -4.234, -2.365)
C (-7.091, -4.807, -1.981)
C (-7.472, -4.800, -0.649)
C (-6.649, -4.217, 0.305)
H (-5.593, -0.342, 1.940)
H (-6.495, -1.467, 0.897)
H (-6.615, 0.954, 0.109)
H (-5.948, -0.162, -1.110)
H (-5.401, 2.571, -1.327)
H (-3.787, 2.940, -0.712)
H (-3.641, 2.994, 1.981)
H (-4.688, 4.078, 3.934)
H (-7.002, 4.926, 3.788)
H (-8.271, 4.704, 1.681)
H (-7.237, 3.612, -0.274)
H (-4.950, -3.103, 1.960)
H (-3.541, -3.424, 0.947)
H (-4.105, -3.231, -1.713)
H (-5.585, -4.254, -3.404)
H (-7.730, -5.268, -2.722)
H (-8.408, -5.252, -0.350)
H (-6.944, -4.221, 1.348)
I (0.047, -0.264, 3.257)
C (2.051, -0.374, 2.629)
I (2.314, -0.422, 0.508)
H (2.493, -1.290, 3.001)
H (2.583, 0.504, 2.975)
C (-1.253, 3.654, -2.810)
Si (0.286, 2.597, -2.968)
C (1.581, 3.169, -1.742)
C (0.929, 2.673, -4.729)
Ge (-0.047, 0.221, -2.683)
Si (1.937, -1.058, -3.303)
C (1.758, -1.290, -5.158)
C (1.938, -2.759, -2.503)
C (3.536, -0.124, -3.004)
Si (-1.920, -0.710, -3.891)
C (-3.587, -0.196, -3.187)
C (-1.843, -0.070, -5.650)
C (-1.785, -2.582, -3.925)
H (-1.008, 4.655, -3.174)
H (-1.583, 3.753, -1.775)
H (-2.083, 3.279, -3.413)
H (1.707, 4.252, -1.798)
H (2.553, 2.710, -1.934)
H (1.294, 2.927, -0.715)
H (1.116, 3.718, -4.991)
H (0.211, 2.280, -5.450)
H (1.870, 2.135, -4.854)
H (0.917, -1.941, -5.404)
H (2.662, -1.768, -5.544)
H (1.633, -0.347, -5.696)
H (1.225, -3.410, -3.016)
H (1.661, -2.755, -1.448)
H (2.922, -3.226, -2.584)
H (3.564, 0.771, -3.632)
H (4.386, -0.746, -3.291)
H (3.705, 0.209, -1.979)
H (-3.666, 0.895, -3.170)
H (-3.714, -0.565, -2.169)
H (-4.409, -0.585, -3.790)
H (-1.863, 1.020, -5.711)
H (-2.740, -0.434, -6.159)
H (-0.979, -0.426, -6.210)
H (-1.627, -3.028, -2.942)
H (-0.950, -2.882, -4.562)
H (-2.687, -3.023, -4.358)

Values from the calculation:
Expectation value of S²: 0.757
Spin multiplicity: 2
HOMO-LUMO gap (alpha / beta) in eV: 6.071 / 6.439
E_LUMO (alpha / beta) in eV: -7.141 / -7.109
Total charge: +2



5.
C3H10NPSi | ωB97M-V/def2-TZVPD

Positions of all 16 atoms, in Å:
C (2.120, -1.163, 0.607)
C (-0.874, -0.347, -0.949)
C (1.336, 1.793, 0.146)
N (-3.420, 0.130, -0.211)
Si (0.749, 0.049, -0.247)
P (-2.451, -0.805, 0.554)
H (2.386, -1.921, -0.202)
H (2.935, -0.736, 1.100)
H (1.784, -1.709, 1.478)
H (-3.625, 1.047, 0.297)
H (-1.493, 0.605, -1.360)
H (-1.182, -1.200, -1.491)
H (1.641, 1.720, 1.113)
H (2.149, 2.022, -0.421)
H (0.630, 2.532, -0.143)
H (-2.686, -2.016, -0.270)

Values from the calculation:
Expectation value of S²: 2.016
Spin multiplicity: 3
HOMO-LUMO gap (alpha / beta) in eV: 6.146 / 7.061
E_LUMO (alpha / beta) in eV: 0.643 / -1.893



6.
C30H44N4P2SiSn | ωB97M-V/def2-TZVPD

Positions of all 82 atoms, in Å:
Sn (0.001, 1.660, -0.124)
C (-4.768, -2.106, 3.391)
C (-3.518, -1.654, 3.515)
C (-2.394, -1.891, 2.530)
C (-2.683, -1.454, 1.079)
C (-3.014, -2.535, 0.087)
C (-3.744, -3.627, 0.368)
C (-4.289, -4.019, 1.715)
C (-5.298, -3.012, 2.317)
C (0.105, 3.389, -1.455)
H (-5.509, -1.794, 4.144)
H (-3.245, -1.017, 4.370)
H (-2.045, -2.930, 2.524)
H (-1.550, -1.297, 2.893)
H (-3.495, -0.718, 1.116)
H (-1.810, -0.899, 0.693)
H (-2.760, -2.312, -0.963)
H (-4.044, -4.293, -0.450)
H (-3.503, -4.252, 2.442)
H (-4.835, -4.965, 1.548)
H (-5.791, -2.450, 1.509)
H (-6.094, -3.601, 2.798)
H (-0.161, 4.283, -0.881)
H (-0.647, 3.186, -2.237)
H (1.099, 3.480, -1.921)
P (0.778, 0.483, -2.332)
P (2.248, 0.943, 0.962)
N (0.057, -0.915, -3.087)
N (1.619, 1.048, -3.908)
N (2.195, -0.786, 1.383)
N (3.771, 1.116, 2.020)
C (2.258, -0.274, -1.590)
C (3.052, 0.702, -0.686)
C (-1.095, -0.845, -3.887)
C (-1.229, -2.040, -4.571)
C (-0.114, -2.869, -4.222)
C (0.663, -2.157, -3.318)
C (1.468, 2.278, -4.542)
C (2.415, 2.388, -5.558)
C (3.171, 1.175, -5.569)
C (2.647, 0.366, -4.565)
C (1.032, -1.496, 1.691)
C (1.247, -2.845, 1.438)
C (2.593, -2.983, 0.970)
C (3.152, -1.718, 0.945)
C (4.725, 0.227, 2.537)
C (5.914, 0.917, 2.770)
C (5.674, 2.289, 2.426)
C (4.368, 2.381, 1.977)
H (2.934, -0.659, -2.370)
H (1.901, -1.144, -1.020)
H (4.079, 0.330, -0.553)
H (3.140, 1.701, -1.140)
H (-1.708, 0.046, -3.864)
H (-2.032, -2.301, -5.250)
H (0.105, -3.868, -4.580)
H (1.578, -2.426, -2.811)
H (0.690, 2.961, -4.224)
H (2.558, 3.240, -6.206)
H (3.999, 0.917, -6.211)
H (2.936, -0.632, -4.273)
H (0.189, -0.972, 2.126)
H (0.527, -3.646, 1.566)
H (3.101, -3.895, 0.679)
H (4.151, -1.408, 0.675)
H (4.511, -0.822, 2.708)
H (6.840, 0.482, 3.124)
H (6.378, 3.104, 2.496)
H (3.796, 3.223, 1.619)
C (-2.233, 4.628, 0.899)
Si (-1.738, 2.901, 1.474)
C (-0.806, 3.201, 3.070)
C (-3.379, 2.042, 1.742)
H (-1.418, 5.194, 0.438)
H (-2.571, 5.163, 1.802)
H (-3.076, 4.572, 0.197)
H (-1.458, 3.825, 3.704)
H (-0.566, 2.272, 3.601)
H (0.127, 3.759, 2.892)
H (-3.599, 1.966, 2.814)
H (-4.161, 2.650, 1.271)
H (-3.415, 1.040, 1.310)

Values from the calculation:
HOMO-LUMO gap in eV: 3.828
E_LUMO in eV: -9.448
Total charge: +2



7.
C19H31N3O4S2 | ωB97M-V/def2-TZVPD

Positions of all 59 atoms, in Å:
C (-2.337, 3.599, 4.681)
H (-2.890, 4.501, 4.933)
H (-2.552, 3.342, 3.646)
H (-2.690, 2.791, 5.317)
C (-0.842, 3.822, 4.889)
C (-0.544, 4.216, 6.332)
H (-0.915, 3.455, 7.013)
H (0.529, 4.310, 6.479)
H (-1.019, 5.163, 6.575)
C (-0.069, 2.550, 4.520)
N (1.357, 2.748, 4.626)
S (2.312, 1.423, 4.903)
O (3.656, 1.903, 4.997)
O (1.734, 0.691, 5.986)
C (2.142, 0.457, 3.395)
C (2.964, 0.749, 2.322)
C (2.795, 0.055, 1.135)
C (1.807, -0.909, 1.055)
C (0.992, -1.208, 2.130)
C (1.161, -0.512, 3.319)
H (0.563, -0.720, 4.192)
H (0.251, -1.985, 2.023)
S (1.590, -1.766, -0.508)
O (2.877, -2.107, -1.034)
O (0.630, -2.817, -0.313)
N (0.990, -0.487, -1.414)
C (1.374, -0.482, -2.812)
C (0.527, -1.473, -3.608)
N (-0.870, -1.099, -3.484)
C (-1.278, -1.203, -2.093)
C (-0.429, -0.256, -1.241)
H (-0.661, -0.388, -0.183)
H (-0.629, 0.781, -1.529)
H (-2.327, -0.911, -2.009)
H (-1.160, -2.224, -1.699)
C (-1.788, -1.754, -4.406)
C (-1.598, -1.234, -5.848)
H (-2.396, -0.549, -6.129)
H (-0.659, -0.687, -5.920)
C (-1.571, -2.474, -6.745)
H (-0.976, -2.320, -7.645)
H (-2.586, -2.737, -7.048)
C (-1.007, -3.571, -5.847)
H (0.076, -3.470, -5.763)
H (-1.228, -4.570, -6.221)
C (-1.675, -3.295, -4.502)
H (-2.675, -3.732, -4.493)
H (-1.121, -3.714, -3.664)
H (-2.788, -1.484, -4.054)
H (0.823, -1.444, -4.657)
H (0.731, -2.481, -3.207)
H (2.428, -0.754, -2.857)
H (1.231, 0.533, -3.194)
H (3.418, 0.234, 0.274)
H (3.732, 1.497, 2.444)
H (1.760, 3.395, 3.968)
H (-0.356, 2.214, 3.511)
H (-0.303, 1.757, 5.233)
H (-0.508, 4.627, 4.226)

Values from the calculation:
HOMO-LUMO gap in eV: 8.596
SMILES: CC(C)CNS(=O)(=O)c1ccc(S(=O)(=O)N2CCN(C3CCCC3)CC2)cc1
E_LUMO in eV: 0.030



8.
C21H16Br4N2O7S2W | ωB97M-V/def2-TZVPD

Positions of all 53 atoms, in Å:
W (0.259, -0.968, 0.372)
O (2.377, -0.817, 0.316)
N (3.048, -0.940, 1.465)
C (4.340, -1.312, 1.342)
C (5.149, -1.410, 2.439)
C (4.595, -1.118, 3.691)
C (3.279, -0.762, 3.792)
C (2.451, -0.676, 2.652)
S (0.789, -0.294, 2.705)
H (4.630, -1.505, 0.322)
H (6.178, -1.710, 2.315)
H (5.203, -1.180, 4.584)
H (2.822, -0.546, 4.747)
Br (-3.646, 4.691, -1.055)
C (-3.101, 2.945, -0.577)
C (-4.046, 1.971, -0.261)
Br (-5.893, 2.367, -0.301)
C (-3.632, 0.683, 0.091)
Br (-4.829, -0.706, 0.535)
C (-2.280, 0.381, 0.123)
O (-1.766, -0.792, 0.448)
C (-1.330, 1.361, -0.196)
O (-0.071, 0.954, -0.106)
C (-1.738, 2.639, -0.543)
Br (-0.386, 3.887, -0.955)
C (2.371, -7.082, -2.155)
C (1.304, -6.934, -1.106)
C (1.491, -6.096, -0.015)
C (0.505, -5.941, 0.948)
C (-0.694, -6.622, 0.805)
C (-0.902, -7.474, -0.275)
C (0.098, -7.627, -1.218)
S (-1.988, -6.310, 1.959)
O (-1.357, -5.931, 3.188)
O (-2.927, -7.396, 1.889)
N (-2.769, -5.013, 1.383)
C (-2.060, -3.741, 1.172)
C (-1.472, -3.599, -0.231)
C (-0.182, -2.845, -0.260)
O (0.245, -2.199, -1.352)
O (0.737, -2.991, 0.720)
H (3.273, -6.540, -1.875)
H (2.030, -6.684, -3.113)
H (2.638, -8.128, -2.313)
H (2.410, -5.531, 0.078)
H (0.652, -5.256, 1.771)
H (-1.839, -8.007, -0.365)
H (-0.063, -8.289, -2.062)
H (-3.442, -5.273, 0.675)
H (-1.278, -3.669, 1.926)
H (-2.765, -2.935, 1.365)
H (-2.164, -3.083, -0.900)
H (-1.284, -4.592, -0.661)

Values from the calculation:
Expectation value of S²: 0.757
Spin multiplicity: 2
HOMO-LUMO gap (alpha / beta) in eV: 6.606 / 6.408
E_LUMO (alpha / beta) in eV: 2.305 / 2.318
Total charge: -1



Number 1: strongest force on any atom 9.3 eV/A, electronic energy -2529.5233 Eh. Number 2: strongest force on any atom 1.1 eV/A, electronic energy -356.7801 Eh. Number 3: strongest force on any atom 4.5 eV/A, electronic energy -1540.4873 Eh. Number 4: strongest force on any atom 0.7 eV/A, electronic energy -5660.7285 Eh. Number 5: strongest force on any atom 5.3 eV/A, electronic energy -805.6864 Eh. Number 6: strongest force on any atom 7.4 eV/A, electronic energy -2574.3040 Eh. Number 7: strongest force on any atom 1.0 eV/A, electronic energy -2004.1718 Eh. Number 8: strongest force on any atom 1.8 eV/A, electronic energy -12605.6820 Eh.